{"formula": "C36H87ClN9O10", "method": "ωB97M-V/def2-TZVPD", "elements": ["Cl", "O", "O", "O", "O", "C", "C", "N", "C", "C", "C", "C", "H", "H", "H", "H", "H", "H", "H", "H", "H", "H", "H", "H", "H", "H", "H", "C", "C", "N", "C", "C", "C", "C", "H", "H", "H", "H", "H", "H", "H", "H", "H", "H", "H", "H", "H", "H", "H", "C", "C", "N", "C", "C", "C", "C", "H", "H", "H", "H", "H", "H", "H", "H", "H", "H", "H", "H", "H", "H", "H", "C", "O", "N", "C", "C", "H", "H", "H", "H", "H", "H", "H", "C", "O", "N", "C", "C", "H", "H", "H", "H", "H", "H", "H", "C", "O", "N", "C", "C", "H", "H", "H", "H", "H", "H", "H", "C", "O", "N", "C", "C", "H", "H", "H", "H", "H", "H", "H", "C", "O", "N", "C", "C", "H", "H", "H", "H", "H", "H", "H", "C", "O", "N", "C", "C", "H", "H", "H", "H", "H", "H", "H"], "coordinates": [[0.389629, 0.580996, -0.535991], [-0.224144, -0.414190, 0.304657], [1.814743, 0.372466, -0.383361], [0.047410, 0.449345, -1.935593], [0.038382, 1.881643, -0.054224], [-2.175154, -3.764202, -0.532039], [-2.937828, -3.917590, 0.799831], [-3.587659, -5.235348, 0.826675], [-4.841578, -5.323197, 0.081399], [-5.014162, -6.725287, -0.524457], [-3.692383, -5.787487, 2.168515], [-2.406406, -6.521533, 2.587268], [-1.917218, -2.710617, -0.653044], [-2.808897, -3.971231, -1.395805], [-1.302632, -4.408240, -0.530179], [-2.254958, -3.775337, 1.636728], [-3.718154, -3.153925, 0.921217], [-5.668986, -5.155609, 0.780165], [-4.794451, -4.598833, -0.730054], [-5.922270, -6.749323, -1.128735], [-4.182162, -7.014820, -1.166550], [-5.050334, -7.451514, 0.288242], [-4.467725, -6.559538, 2.184668], [-3.955970, -5.068258, 2.954913], [-2.481125, -6.860143, 3.621878], [-1.602904, -5.787560, 2.523425], [-2.191595, -7.359634, 1.928204], [-4.669374, 3.010489, 0.814129], [-4.253004, 1.689416, 0.191148], [-4.417749, 1.686803, -1.266255], [-3.469798, 0.798600, -1.919161], [-3.623942, -0.688241, -1.581455], [-5.803313, 1.634129, -1.737650], [-5.909444, 2.461439, -3.015612], [-4.520402, 2.965238, 1.891928], [-5.750744, 3.105728, 0.650226], [-4.220068, 3.844794, 0.282610], [-3.177123, 1.589816, 0.377023], [-4.705799, 0.815374, 0.679813], [-2.467139, 1.150043, -1.666043], [-3.540658, 0.934420, -3.002698], [-2.874118, -1.317592, -2.050149], [-4.629478, -0.932667, -1.939479], [-3.604598, -0.845695, -0.502114], [-6.066099, 0.574801, -1.865848], [-6.499386, 2.046300, -1.008715], [-5.214132, 2.153044, -3.793540], [-6.921222, 2.417108, -3.435869], [-5.740079, 3.514468, -2.789735], [1.815568, -5.196556, 1.843939], [2.165941, -4.420347, 3.131393], [2.587920, -3.047551, 2.927012], [3.907123, -2.978707, 2.299854], [4.529884, -1.592579, 2.412608], [1.607859, -2.167417, 2.272661], [0.452130, -1.894018, 3.241281], [1.533031, -6.229793, 2.053734], [2.617344, -5.226335, 1.102103], [0.961210, -4.749937, 1.328197], [1.273546, -4.458206, 3.755254], [2.997021, -4.969390, 3.576764], [4.550221, -3.740041, 2.754749], [3.902637, -3.309647, 1.249105], [4.125477, -0.963317, 1.617718], [4.407194, -1.147802, 3.395999], [5.598442, -1.643401, 2.182498], [1.184034, -2.600590, 1.365705], [2.079239, -1.213869, 2.077998], [0.821054, -1.390706, 4.136705], [-0.092152, -2.776111, 3.583967], [-0.278888, -1.207632, 2.808196], [2.132959, 3.328795, 2.401072], [2.099730, 4.527247, 2.417538], [2.039454, 2.546210, 3.523169], [1.953377, 3.107451, 4.844091], [1.930051, 1.106597, 3.380561], [2.358748, 2.707030, 1.523796], [0.987948, 2.882208, 5.308575], [2.253211, 4.149777, 4.809971], [2.676389, 2.605126, 5.502727], [0.977944, 0.793386, 3.817239], [1.858989, 0.831647, 2.329585], [2.771712, 0.615794, 3.874406], [3.015549, -4.051904, -3.305173], [3.954013, -4.071319, -4.085256], [2.879459, -3.175662, -2.299085], [1.720738, -3.121176, -1.437904], [3.871771, -2.163175, -2.017848], [2.119115, -4.677104, -3.432836], [0.924770, -3.775225, -1.787159], [1.372931, -2.098693, -1.314254], [1.971646, -3.479073, -0.435503], [3.432249, -1.161222, -2.054865], [4.171389, -2.268021, -0.969431], [4.730745, -2.139881, -2.679171], [2.120785, 4.156051, -1.162769], [1.693923, 4.886971, -0.301690], [2.075114, 4.431140, -2.492284], [2.859338, 3.575044, -3.383542], [1.498196, 5.623798, -3.050603], [2.475969, 3.125687, -1.004100], [2.645112, 2.525431, -3.189730], [3.930851, 3.779428, -3.332905], [2.548095, 3.808753, -4.403144], [2.260486, 6.399121, -3.170532], [1.032574, 5.357054, -4.002497], [0.680736, 6.083457, -2.496562], [5.997854, 3.081552, -0.827101], [4.969877, 3.369173, -0.278863], [6.350495, 1.844480, -1.265743], [5.532909, 0.674135, -1.002542], [7.673315, 1.531094, -1.760888], [6.802738, 3.787298, -1.097769], [4.519591, 0.998776, -0.759132], [5.930751, 0.042515, -0.206889], [5.451542, 0.100028, -1.927525], [7.697107, 0.842039, -2.602904], [8.151613, 2.460142, -2.082332], [8.305233, 1.115718, -0.970136], [-1.293946, 5.054200, 3.671306], [-0.488808, 5.459191, 2.872458], [-1.706339, 3.769039, 3.785522], [-1.328782, 2.705717, 2.870552], [-2.485200, 3.323502, 4.936358], [-1.772105, 5.678296, 4.446215], [-2.215693, 2.182864, 2.501788], [-0.747058, 1.983041, 3.448085], [-0.769994, 3.112936, 2.032159], [-1.988634, 2.491130, 5.439726], [-2.602820, 4.184851, 5.589849], [-3.433550, 2.936142, 4.552587], [-1.882371, 4.565115, -5.739351], [-2.119347, 4.575648, -6.937360], [-1.340196, 3.526569, -5.091356], [-0.932128, 2.314694, -5.765859], [-1.339781, 3.394551, -3.628226], [-2.132253, 5.384290, -5.047825], [-1.006772, 2.403755, -6.845383], [-1.584262, 1.476725, -5.488503], [0.060758, 2.023179, -5.420148], [-2.354115, 3.103486, -3.349146], [-0.551909, 2.723555, -3.300427], [-1.153383, 4.354971, -3.142822]], "forces_ev_per_a": [[1.0, -0.1, 0.6], [-1.0, -0.5, -0.4], [0.7, 0.3, -0.3], [-0.3, -0.2, 0.2], [-0.3, 0.5, -0.2], [-0.6, 0.9, 0.6], [-0.5, -0.4, -1.1], [0.4, -0.2, 0.8], [0.8, -0.7, 0.0], [0.1, 0.4, 0.1], [0.3, -1.2, 0.0], [-0.2, 0.9, 0.0], [0.5, -0.1, 0.1], [0.0, -0.4, 0.1], [0.1, 0.0, -0.1], [0.0, -0.3, 0.0], [0.1, 0.3, -0.1], [-0.3, 0.4, -0.3], [-0.3, 0.2, 0.2], [-0.1, -0.2, 0.2], [0.1, 0.3, 0.0], [-0.3, -0.2, -0.1], [-0.2, 0.2, -0.1], [-0.1, 0.3, -0.2], [0.0, -0.1, 0.0], [0.4, -0.2, 0.1], [0.0, 0.0, 0.0], [-1.4, -0.8, -0.4], [1.0, 0.2, -0.5], [-0.1, 0.5, 1.0], [0.5, 0.0, -0.2], [-0.8, 0.6, 0.0], [1.0, -0.3, -0.4], [-0.8, 0.0, -0.1], [0.3, 0.4, 0.0], [0.0, 0.2, 0.2], [0.4, 0.0, 0.4], [0.0, -0.2, -0.1], [-0.3, 0.1, 0.1], [0.0, -0.1, 0.1], [-0.1, -0.1, 0.0], [0.0, 0.1, -0.1], [0.2, -0.6, 0.1], [0.1, -0.1, 0.0], [-0.4, 0.1, -0.3], [0.2, 0.0, 0.2], [0.1, -0.1, 0.1], [0.1, -0.2, 0.0], [0.2, 0.0, 0.1], [-0.3, 0.1, -0.4], [-0.2, -0.4, -1.1], [0.6, 0.2, -0.2], [0.0, -0.3, 0.2], [0.4, -0.3, -0.9], [-0.7, -0.6, 1.3], [-0.2, 0.5, 0.2], [0.1, 0.0, 0.2], [0.2, 0.0, 0.2], [-0.1, 0.0, 0.1], [0.2, 0.1, 0.3], [-0.1, 0.2, 0.5], [-0.1, 0.2, 0.4], [-0.2, 0.3, -0.2], [-0.2, 0.3, 0.3], [-0.2, 0.0, 0.0], [0.0, -0.1, 0.2], [0.2, 0.2, -0.3], [0.1, -0.1, -0.4], [0.2, -0.2, 0.1], [0.1, -0.2, -0.2], [0.0, -0.1, -0.3], [0.6, 0.0, 0.5], [0.2, 0.3, 0.2], [0.0, -0.5, -0.4], [0.6, -0.7, 0.2], [-0.4, 0.7, 0.3], [-0.3, 0.1, -0.4], [-0.2, 0.6, -0.1], [-0.6, 0.2, 0.0], [0.1, -0.1, -0.1], [0.2, -0.3, 0.2], [0.3, 0.1, -0.1], [-0.1, -0.3, 0.0], [0.0, 0.8, -0.6], [0.0, -0.4, 0.1], [0.1, 0.2, -0.1], [0.0, -0.4, 0.5], [-0.1, 0.7, 0.6], [0.1, -0.3, 0.1], [-0.1, 0.1, -0.3], [-0.2, 0.1, -0.2], [0.1, 0.0, 0.0], [-0.3, -0.1, -0.1], [0.3, -0.1, -0.1], [-0.1, -0.6, -0.1], [-0.9, 0.0, 0.2], [0.1, 0.0, -0.2], [0.3, -0.6, -0.5], [-0.6, 0.6, -0.2], [-0.1, 0.4, -0.3], [0.3, 0.1, 0.3], [0.1, -0.1, 0.1], [0.1, -0.1, 0.2], [0.0, -0.2, 0.0], [-0.1, 0.1, -0.3], [0.3, 0.1, -0.2], [0.2, -0.4, 0.7], [0.8, -0.5, -0.7], [-0.4, 0.2, 0.3], [0.1, -1.2, -0.1], [-0.7, 0.4, -0.4], [0.5, 1.0, 0.4], [-0.1, 0.4, 0.2], [0.1, 0.0, 0.2], [0.1, 0.0, 0.1], [0.2, -0.1, 0.1], [-0.4, 0.0, 0.0], [0.0, -0.1, 0.0], [0.0, -0.2, 0.0], [0.4, -0.4, 0.1], [-0.4, 0.4, -0.2], [-0.5, -0.7, 0.4], [0.1, 0.3, 0.3], [0.2, 0.3, -1.1], [0.0, 0.2, 0.1], [0.0, 0.1, 0.0], [0.2, -0.1, -0.3], [0.1, -0.1, 0.1], [0.2, 0.1, 0.2], [-0.3, -0.2, 0.3], [-0.2, 0.1, 0.4], [-0.3, -0.5, -0.2], [0.1, 0.4, 0.1], [0.8, -0.5, 0.6], [-0.4, -0.5, -0.1], [-0.6, 1.1, -0.4], [0.0, 0.2, -0.1], [0.3, 0.3, 0.0], [-0.1, 0.1, 0.1], [0.1, 0.1, -0.3], [0.3, -0.5, 0.5], [-0.2, -0.3, 0.0], [0.0, 0.1, -0.1]], "gap_ev": 8.37, "charge": -1}